Below is a single C3H7N5 molecule in a non-equilibrium geometry, with properties calculated with wB97M-V/def2-TZVPD.

```
15
Properties=species:S:1:pos:R:3:forces:R:3
H 0.9949 1.8530 -1.2154 -0.7 0.0 -0.1
H 0.5450 -2.3727 0.0036 1.7 -1.7 1.5
N -0.1059 -0.9722 -1.0048 -0.6 -1.0 -1.4
C 0.8701 -1.0832 1.0745 4.5 -0.4 2.8
H 0.2248 3.1254 -0.3292 -1.0 -4.2 -1.6
H -1.9292 -1.0978 -2.3014 2.7 1.1 1.7
N 1.1397 -2.3551 0.9413 -3.4 3.3 -1.9
N 0.4728 -0.2449 0.0435 -3.2 1.9 -1.4
C -0.2494 1.0233 0.2138 0.7 5.9 2.7
H 1.4376 -0.4335 1.9013 -1.7 -1.5 -1.4
H -1.0027 1.0532 2.0295 -0.2 -0.5 0.1
C -1.1764 -0.5441 -1.5340 -2.8 1.6 0.9
H -1.6274 0.4710 -1.0213 0.5 -2.5 -1.9
N 0.0548 2.0767 -0.8491 1.5 1.0 2.4
N -0.8911 1.6421 1.2129 2.0 -3.0 -2.5
```
Forces are in eV/Å.

For the frontier orbital gap, the calculation gives 10.10 eV. As for the total energy: -10670.1080 eV. The energy above the lowest of the compared OMol25 structures with the same formula, charge and spin is 472.08 kJ/mol. The SMILES is [H]/N=C\N(N=C)/C(N)=N\[H].